A) The following is a quantum chemistry calculation of a 2-piece molecular cluster, C4H12NO overall, from OMol25.

The HOMO-LUMO gap comes out at 9.66 eV.

ORCA input file:
```
! RIJCOSX wB97M-V def2-TZVPD def2/J DEFGRID3
* xyz 1 1
H 3.227 -0.561 -1.275
H -3.951 -0.796 0.438
H 1.197 1.336 0.764
C 0.680 0.836 -0.044
C 2.811 -0.571 -0.266
N -0.784 0.778 0.316
O -3.131 -1.331 0.514
H 0.886 -1.168 -0.983
H 3.105 -1.549 0.107
H -2.499 1.895 -0.027
C -1.667 1.332 -0.439
C 1.293 -0.527 -0.199
H 3.337 0.182 0.324
H 0.670 1.362 -1.000
H -1.162 0.488 1.218
H -1.640 1.123 -1.506
H 0.991 -1.104 0.696
H -3.363 -1.726 1.363
*
```

B) The following is a quantum chemistry calculation of a 3-piece molecular cluster, C4H12NO overall, from OMol25.

The HOMO-LUMO gap comes out at 4.05 eV.

ORCA input file:
```
! RIJCOSX wB97M-V def2-TZVPD def2/J DEFGRID3
* xyz 1 1
H 0.046 -0.191 1.445
C 0.773 -1.652 0.280
H 1.766 0.488 1.259
O -1.569 0.073 1.139
H 2.075 0.536 -2.017
H 2.705 0.866 -0.371
H -2.273 0.960 -0.031
H 1.434 -2.338 0.819
H -0.262 -2.006 0.220
C 2.300 0.114 -1.079
H -2.205 2.449 -0.846
H 0.240 -0.208 -1.195
H -2.260 -0.059 1.794
N -2.642 1.544 -0.857
C 0.965 -0.134 1.042
H 2.994 -0.734 -1.163
C 1.012 -0.439 -0.499
H -3.515 1.510 -1.498
*
```

Relative to the most stable one, in kJ/mol, the structures come out at A) 0.0; B) 762.1.

A) The following is a quantum chemistry calculation of an isolated ion of composition C4H12NO and charge +1, from OMol25.

The HOMO-LUMO gap comes out at 11.62 eV. As for the SMILES: CC[NH2+]CCO.

ORCA input file:
```
! RIJCOSX wB97M-V def2-TZVPD def2/J DEFGRID3
* xyz 1 1
H 0.541 0.417 2.067
H -1.896 -0.193 -1.819
H 2.795 0.152 -1.287
H 3.085 0.818 0.783
H -1.457 1.126 0.617
H -1.972 -1.803 -1.436
H 0.716 1.991 1.032
C -2.069 -0.862 -0.935
H 2.052 -0.756 0.677
H -0.089 -1.200 -0.548
C 2.045 0.361 0.473
H -3.066 -1.011 -0.415
H -1.081 -1.279 1.076
C -0.983 -0.854 0.022
C 0.613 0.895 1.070
N -0.662 0.657 0.188
H -0.449 1.077 -0.620
O 1.878 0.464 -0.944
*
```

B) The following is a quantum chemistry calculation of an isolated ion of composition C4H12NO and charge +1, from OMol25.

The HOMO-LUMO gap comes out at 11.61 eV. As for the SMILES: C[NH2+][C@H](C)CO.

ORCA input file:
```
! RIJCOSX wB97M-V def2-TZVPD def2/J DEFGRID3
* xyz 1 1
H -2.205 -0.723 0.792
N -0.212 -0.208 -1.201
O -1.179 -0.146 2.410
H -0.811 -0.833 2.983
H 0.118 -1.158 -1.081
H -1.214 -0.359 -1.407
H -0.853 -1.727 0.886
C -1.170 -0.699 1.105
C 0.645 0.568 -2.137
H 0.821 1.525 -1.638
H 1.627 0.106 -2.294
H -0.773 1.292 0.158
H 0.938 0.912 1.812
C 1.101 0.334 0.885
C -0.308 0.309 0.326
H 1.397 -0.622 1.337
H 0.179 0.759 -3.105
H 1.898 0.671 0.171
*
```

Relative to the most stable one, in kJ/mol, the structures come out at A) 80.0; B) 0.0.

A) The following is a quantum chemistry calculation of one molecule with the formula C3H8N2O2, from OMol25.

The HOMO-LUMO gap comes out at 10.28 eV. As for the SMILES: N[C@@]1(O)NCCO1.

ORCA input file:
```
! RIJCOSX wB97M-V def2-TZVPD def2/J DEFGRID3
* xyz 0 1
C -0.659 0.246 -0.657
C 0.702 -1.175 0.815
H 0.093 -1.122 1.728
N 0.338 0.982 0.027
H -2.672 0.624 -1.049
H 0.004 1.725 0.619
H 1.443 -1.981 0.960
H -2.218 0.912 0.567
N -1.925 0.785 -0.389
O -0.539 0.108 -2.013
O -0.153 -1.297 -0.295
H 2.158 -0.005 -0.241
C 1.397 0.146 0.538
H 1.859 0.607 1.410
H 0.172 -0.553 -2.020
*
```

B) The following is a quantum chemistry calculation of one molecule with the formula C3H8N2O2, from OMol25.

The HOMO-LUMO gap comes out at 9.27 eV. As for the SMILES: [NH3+]C(=O)NCC[O-].

ORCA input file:
```
! RIJCOSX wB97M-V def2-TZVPD def2/J DEFGRID3
* xyz 0 1
C 0.992 0.979 -0.699
N -1.331 -1.442 0.259
C 0.535 1.292 0.754
H 1.382 1.698 1.331
O 0.058 0.113 1.293
H -2.086 -1.429 -0.424
H 0.975 1.844 -1.368
H 1.994 0.543 -0.713
H -0.866 0.377 -1.207
C 0.104 -1.111 -0.272
H -0.236 2.088 0.717
H -1.240 -0.600 0.965
O 0.943 -1.966 -0.180
H -1.285 -2.344 0.732
N 0.060 -0.044 -1.189
*
```

Relative to the most stable one, in kJ/mol, the structures come out at A) 0.0; B) 95.2.

A) The following is a quantum chemistry calculation of a 2-piece molecular cluster, C3H8N2O2 overall, from OMol25.

The HOMO-LUMO gap comes out at 10.08 eV. As for the SMILES: [H]/N=C\C(C)=O.NO.

ORCA input file:
```
! RIJCOSX wB97M-V def2-TZVPD def2/J DEFGRID3
* xyz 0 1
C 1.041 1.129 -0.318
H 2.068 -1.428 -0.829
N -2.311 0.081 0.613
H 0.805 2.040 1.338
H -1.644 -0.014 1.388
H 0.735 -2.359 -0.092
N 1.101 2.181 0.367
C 0.689 -0.257 0.289
O -1.516 0.211 -0.570
H 0.445 -1.343 -1.515
H 1.429 1.149 -1.332
H -1.402 1.187 -0.708
H -2.778 -0.819 0.512
O 0.329 -0.328 1.443
C 1.007 -1.430 -0.587
*
```

B) The following is a quantum chemistry calculation of one molecule with the formula C3H8N2O2, from OMol25.

The HOMO-LUMO gap comes out at 9.85 eV. As for the SMILES: CC(=O)[C@@H](N)NO.

ORCA input file:
```
! RIJCOSX wB97M-V def2-TZVPD def2/J DEFGRID3
* xyz 0 1
H -1.176 1.714 0.959
H -0.374 1.645 -0.649
N 1.168 -0.212 1.049
O 1.765 0.820 0.220
H 0.967 -0.478 -1.504
O -2.210 -0.872 -0.094
C 0.175 -0.958 0.282
H -0.056 -1.867 0.849
N 0.767 -1.335 -0.994
C -1.168 -0.230 0.062
H -2.126 1.576 -0.540
H 0.060 -1.837 -1.532
H 0.735 0.297 1.821
C -1.200 1.274 -0.040
H 2.671 0.462 0.110
*
```

Relative to the most stable one, in kJ/mol, the structures come out at A) 59.4; B) 0.0.

A) The following is a quantum chemistry calculation of one molecule with the formula C3H8N2O2, from OMol25.

The HOMO-LUMO gap comes out at 10.12 eV. As for the SMILES: NC(=O)[C@H](N)CO.

ORCA input file:
```
! RIJCOSX wB97M-V def2-TZVPD def2/J DEFGRID3
* xyz 0 1
H -0.028 -0.194 1.591
H -1.065 -0.050 -1.190
H -2.034 0.498 1.945
O -2.055 -0.195 1.286
H 1.461 -1.337 0.702
O 1.467 0.297 -1.985
C 1.070 -0.206 -0.963
H -1.022 2.005 -1.110
C -0.780 -0.497 0.840
H 2.281 -1.810 -0.621
N -0.501 1.657 -0.321
H 0.325 2.235 -0.249
H -0.637 -1.569 0.707
C -0.315 0.212 -0.443
N 1.834 -1.046 -0.188
*
```

B) The following is a quantum chemistry calculation of one molecule with the formula C3H8N2O2, from OMol25.

The HOMO-LUMO gap comes out at 10.03 eV. As for the SMILES: NC(=O)CNCO.

ORCA input file:
```
! RIJCOSX wB97M-V def2-TZVPD def2/J DEFGRID3
* xyz 0 1
H 0.730 -1.105 -0.193
C -0.831 0.296 -1.348
H 2.034 0.268 2.880
O -0.116 -0.325 -2.134
H -1.969 1.311 -2.771
O 2.050 -0.179 2.092
N -1.846 1.217 -1.750
H 0.122 -0.896 2.683
H 0.073 1.439 0.466
C -0.476 0.475 0.207
N 0.179 -0.770 0.561
H -1.440 0.661 0.755
H 1.197 -1.954 1.777
C 0.868 -0.910 1.851
H -1.913 2.014 -1.196
*
```

C) The following is a quantum chemistry calculation of one molecule with the formula C3H8N2O2, from OMol25.

The HOMO-LUMO gap comes out at 10.19 eV. As for the SMILES: NC(=O)NCCO.

ORCA input file:
```
! RIJCOSX wB97M-V def2-TZVPD def2/J DEFGRID3
* xyz 0 1
O 0.747 -2.693 1.165
H -1.606 -2.796 0.542
H 0.404 2.402 -1.494
C 0.158 -1.771 0.641
N -1.139 -1.927 0.369
H 0.242 0.159 -1.538
C 0.760 0.521 -0.510
H -1.432 1.197 0.154
H 1.775 0.589 -0.670
H -1.659 -1.348 -0.209
H 0.609 2.538 0.314
H 1.484 -0.396 1.401
N 0.692 -0.406 0.769
O -1.202 1.932 -0.383
C 0.167 2.000 -0.551
*
```

Relative to the most stable one, in kJ/mol, the structures come out at A) 0.0; B) 38.8; C) 81.0.

A) The following is a quantum chemistry calculation of C3H8N2O2 as an isolated structure, from OMol25.

The HOMO-LUMO gap comes out at 9.78 eV.

ORCA input file:
```
! RIJCOSX wB97M-V def2-TZVPD def2/J DEFGRID3
* xyz 0 1
H -1.099 -1.062 0.708
H -0.698 0.588 2.023
H 1.488 1.141 1.753
C 0.938 1.299 0.804
H -1.254 1.737 0.801
C -0.535 -0.478 -1.126
H -0.567 -2.493 -0.664
O -0.471 0.247 -2.094
N -0.012 -1.821 -1.190
C -0.558 0.914 0.988
N -0.944 -0.228 0.170
O 1.522 0.555 -0.284
H 0.061 -2.149 -2.148
H 0.931 2.426 0.736
H 1.201 -0.676 -0.479
*
```

B) The following is a quantum chemistry calculation of one molecule with the formula C3H8N2O2, from OMol25.

The HOMO-LUMO gap comes out at 10.23 eV. As for the SMILES: NC(=O)CNCO.

ORCA input file:
```
! RIJCOSX wB97M-V def2-TZVPD def2/J DEFGRID3
* xyz 0 1
H 0.749 -1.899 0.839
H -1.306 1.088 1.052
O 1.426 0.175 2.235
H -0.097 -0.986 -2.768
C 0.407 0.063 1.600
H 1.579 -0.191 -0.771
H -0.483 1.473 2.597
H 0.227 1.397 -1.517
C -0.203 0.390 -1.515
H -1.150 0.542 -0.959
N 0.647 -0.545 -0.796
N -0.677 0.886 1.813
H -0.838 -1.274 0.472
O -0.499 -0.112 -2.788
C 0.220 -1.009 0.506
*
```

C) The following is a quantum chemistry calculation of a 2-piece molecular cluster, C3H8N2O2 overall, from OMol25.

The HOMO-LUMO gap comes out at 8.58 eV. As for the SMILES: N/C=C/N.O=CO.

ORCA input file:
```
! RIJCOSX wB97M-V def2-TZVPD def2/J DEFGRID3
* xyz 0 1
H -1.124 -1.068 -0.400
H 2.122 1.292 -1.434
H -0.666 -1.088 2.177
H 0.672 0.778 1.963
N 1.650 1.382 -0.549
H -3.129 0.335 -1.793
H 0.759 1.830 -0.699
H 0.644 -1.940 1.894
N 0.051 -1.225 1.475
C 1.514 0.165 0.107
O -1.283 1.068 -1.280
C 0.795 -0.009 1.227
H 2.021 -0.689 -0.324
O -1.903 -1.041 -0.989
C -2.123 0.212 -1.377
*
```

Relative to the most stable one, in kJ/mol, the structures come out at A) 176.5; B) 0.0; C) 80.8.